Model w:
The following is a quantum chemistry calculation of a 2-piece molecular cluster, C2H4FNO overall, from the Open Molecules 2025 dataset.

**Multiplicity**: 1
**LUMO energy (alpha / beta)**: 0.522 / 0.217 eV
**HOMO-LUMO gap (alpha / beta)**: 8.07 / 8.46 eV
**Charge**: 0

```
9
Properties=species:S:1:pos:R:3:lowdin_charge:R:1
H 1.28 -0.03 1.26 0.004
C 0.72 -0.88 1.31 -0.024
H -0.14 -0.52 -1.50 0.050
O -0.70 1.98 0.35 0.079
H -0.05 -0.94 2.01 0.047
N -0.61 0.28 -1.28 0.138
C -0.34 1.01 -0.22 -0.368
F 0.65 -1.70 0.25 -0.068
H -0.80 0.79 -2.18 0.143
```

---

Model x:
The following is a quantum chemistry calculation of a 2-piece molecular cluster, C2H4FNO overall, from the Open Molecules 2025 dataset.

**Multiplicity**: 1
**LUMO energy (alpha / beta)**: -0.159 / -0.159 eV
**HOMO-LUMO gap (alpha / beta)**: 9.72 / 9.72 eV
**Charge**: 0

```
9
Properties=species:S:1:pos:R:3:lowdin_charge:R:1
H 1.13 1.03 1.33 0.088
O -1.55 0.71 -1.57 0.159
N 0.04 -0.55 0.53 -0.010
C 1.15 0.30 0.46 -0.242
F -2.49 -0.82 -0.20 0.087
H 1.35 0.92 -0.50 0.099
H -0.12 -1.33 -0.08 0.033
C -1.57 0.07 -0.59 -0.298
H 2.05 -0.34 0.60 0.085
```

---

Energy above the most stable structure, in eV: model w 0.967; model x 0.000

---

Model w:
The following is a quantum chemistry calculation of a 3-piece molecular cluster, C2H9OS overall, from the Open Molecules 2025 dataset.

**Multiplicity**: 1
**LUMO energy**: -6.568 eV
**HOMO-LUMO gap**: 9.38 eV
**Charge**: +1

```
13
Properties=species:S:1:pos:R:3:lowdin_charge:R:1
H 0.61 -2.42 0.32 0.112
H -2.05 0.59 -0.80 -0.027
H -0.22 -2.18 1.82 0.110
H 0.00 -0.28 -0.22 0.037
H -0.46 2.45 -2.05 0.032
C -0.38 -2.18 0.76 -0.092
H 0.80 1.64 -2.01 0.096
H 2.85 2.76 1.20 0.001
H 3.01 2.20 1.69 0.002
S -2.20 -0.19 0.33 1.088
O -0.20 1.56 -1.92 -0.071
C -0.71 -0.88 0.18 -0.414
H -1.06 -3.07 0.70 0.126
```

---

Model x:
The following is a quantum chemistry calculation of a 2-piece molecular cluster, C2H9OS overall, from the Open Molecules 2025 dataset.

**Multiplicity**: 1
**LUMO energy**: -3.483 eV
**HOMO-LUMO gap**: 12.84 eV
**Charge**: +1

```
13
Properties=species:S:1:pos:R:3:lowdin_charge:R:1
H 2.11 -1.46 -0.01 0.070
H -0.71 0.64 0.05 -0.004
C 1.67 -0.49 -0.22 -0.268
H -0.75 -1.45 -1.41 0.065
H -1.47 2.88 -0.85 0.082
H -0.33 -2.61 -0.09 0.060
H -1.81 -1.73 0.07 0.065
O -0.80 2.29 -0.46 -0.084
S 0.07 -0.38 0.61 1.045
H -0.28 2.90 0.11 0.090
H 2.36 0.29 0.08 0.061
C -0.81 -1.68 -0.36 -0.245
H 1.50 -0.47 -1.29 0.064
```

---

Energy above the most stable structure, in eV: model w 2.174; model x 0.000

---

Model w:
The following is a quantum chemistry calculation of one molecule with the formula C3H12N4, from the Open Molecules 2025 dataset.

**Multiplicity**: 1
**LUMO energy**: 1.041 eV
**HOMO-LUMO gap**: 9.44 eV
**Charge**: 0

```
19
Properties=species:S:1:pos:R:3:lowdin_charge:R:1
C -0.37 -0.19 1.48 -0.052
N -1.15 -0.85 -0.84 -0.081
C 1.19 -1.28 -0.17 -0.060
H -1.44 -1.71 -0.37 0.093
H 1.21 2.14 0.90 0.062
N 1.52 1.66 0.04 0.012
H -2.37 0.38 -1.90 0.059
N -2.27 0.06 -0.94 -0.036
H -0.72 -1.15 1.86 0.082
H -1.16 0.55 1.64 0.073
H 0.48 0.11 2.11 0.074
H 1.50 -1.36 -1.22 0.077
H 1.87 2.41 -0.56 0.067
H 2.07 -0.98 0.41 0.071
H -2.09 0.92 -0.41 0.051
C 0.03 -0.28 0.00 -0.612
H 0.90 -2.28 0.17 0.076
N 0.30 1.02 -0.60 -0.066
H 0.50 0.82 -1.59 0.110
```

---

Model x:
The following is a quantum chemistry calculation of a 3-piece molecular cluster, C3H12N4 overall, from the Open Molecules 2025 dataset.

**Multiplicity**: 1
**LUMO energy (alpha / beta)**: 0.650 / 0.761 eV
**HOMO-LUMO gap (alpha / beta)**: 8.33 / 8.48 eV
**Charge**: 0

```
19
Properties=species:S:1:pos:R:3:lowdin_charge:R:1
H 0.37 2.54 -0.94 0.068
H -0.43 -1.00 2.37 0.107
N 0.80 -2.55 -0.14 0.040
C -0.22 -0.37 -1.51 -0.156
C 0.62 -0.54 0.71 -0.427
N -0.43 -0.66 -0.11 -0.072
H 0.44 -2.82 -1.06 -0.018
N 0.50 -0.84 2.01 0.112
H 1.60 -0.21 0.38 0.131
H -0.82 0.49 -1.79 0.047
H 0.82 -0.19 -1.78 0.085
H -0.60 -1.21 -2.10 0.067
H -1.19 1.29 1.20 0.046
H 1.20 -0.52 2.65 0.103
C -0.52 2.46 -0.31 -0.232
H 0.22 -3.06 0.53 -0.011
N -0.31 1.47 0.72 -0.026
H -0.67 3.45 0.15 0.075
H -1.39 2.29 -0.97 0.063
```

---

Energy above the most stable structure, in eV: model w 0.000; model x 3.154

---

Model w:
The following is a quantum chemistry calculation of one molecule with the formula C3H7PSi, from the Open Molecules 2025 dataset.

**Multiplicity**: 1
**LUMO energy (alpha / beta)**: -1.398 / -1.778 eV
**HOMO-LUMO gap (alpha / beta)**: 6.42 / 6.02 eV
**Charge**: 0

```
12
Properties=species:S:1:pos:R:3:lowdin_charge:R:1
C 2.69 -0.25 0.15 -0.105
C 0.25 -0.95 -0.61 -0.567
H 3.14 -1.03 0.95 0.145
H -2.96 0.49 -1.41 -0.152
C 1.33 -0.54 -0.24 -0.177
P -1.34 -1.44 -0.47 0.733
H 3.20 -0.19 -0.80 0.078
H -1.27 0.27 1.25 -0.016
H -1.84 2.08 -0.11 -0.103
H -3.56 0.16 0.80 -0.091
Si -2.37 0.67 -0.07 0.200
H 2.72 0.72 0.57 0.054
```

---

Model x:
The following is a quantum chemistry calculation of one molecule with the formula C3H7PSi, from the Open Molecules 2025 dataset.

**Multiplicity**: 1
**LUMO energy**: 0.745 eV
**HOMO-LUMO gap**: 9.61 eV
**Charge**: 0

```
12
Properties=species:S:1:pos:R:3:lowdin_charge:R:1
H 1.43 -1.88 0.51 -0.076
H -2.67 -0.33 -1.17 0.091
H -2.86 1.44 -1.22 0.057
P 1.50 1.06 0.55 0.580
H -2.30 0.67 -2.62 0.064
H 3.04 -0.96 2.46 -0.138
C -2.30 0.63 -1.56 -0.086
H 1.02 -1.01 2.97 -0.112
C -1.02 0.50 -0.86 -0.163
Si 1.80 -0.91 1.65 0.338
H 2.39 0.31 -0.53 -0.040
C -0.01 0.46 -0.17 -0.513
```

---

Energy above the most stable structure, in eV: model w 2.910; model x 0.000

---

Model w:
The following is a quantum chemistry calculation of C6H17N3 as an isolated structure, from the Open Molecules 2025 dataset.

**Multiplicity**: 1
**LUMO energy (alpha / beta)**: 0.915 / 0.915 eV
**HOMO-LUMO gap (alpha / beta)**: 8.00 / 8.00 eV
**Charge**: 0

```
26
Properties=species:S:1:pos:R:3:lowdin_charge:R:1
H 0.24 -0.10 3.29 0.082
H 0.09 -1.16 -2.55 0.066
H -1.49 -2.69 0.51 0.081
C 0.53 0.30 2.31 -0.066
H 2.74 -0.25 -0.94 0.083
C -0.37 -0.28 1.25 -0.459
H -1.37 1.40 -1.27 0.027
H -2.00 0.94 1.95 0.075
C 2.09 0.63 -0.99 -0.138
H 1.56 -0.02 2.17 0.070
H 0.48 1.38 2.33 0.066
H -2.33 -0.81 1.96 0.086
H 2.47 1.36 -1.73 0.072
N 0.73 0.23 -1.30 -0.261
N 0.10 -1.31 0.59 0.000
C -0.82 -2.14 -0.15 -0.155
H 1.44 -0.29 -3.17 0.087
N 0.65 -0.32 -2.53 0.008
H 0.07 2.41 -1.41 0.021
C -0.46 1.71 -0.76 0.036
C -1.85 0.00 1.42 -0.069
H -1.43 -1.57 -0.87 0.069
H -0.24 -2.87 -0.72 0.066
H -0.59 2.25 0.17 0.030
H -2.33 0.07 0.45 0.060
H 2.10 1.12 -0.02 0.062
```

---

Model x:
The following is a quantum chemistry calculation of C6H17N3 as an isolated structure, from the Open Molecules 2025 dataset.

**Multiplicity**: 1
**LUMO energy (alpha / beta)**: 0.902 / 0.897 eV
**HOMO-LUMO gap (alpha / beta)**: 7.81 / 7.51 eV
**Charge**: 0

```
26
Properties=species:S:1:pos:R:3:lowdin_charge:R:1
C 1.52 -0.95 1.26 -0.091
H 1.34 2.05 1.09 0.055
H 0.91 -1.19 -2.15 0.056
H -1.64 1.33 0.84 0.048
N -1.18 0.75 -2.04 0.043
H -0.75 1.52 -1.55 0.056
C 0.28 2.31 1.04 -0.178
N -1.33 -1.61 0.77 0.007
H -0.52 0.49 1.97 0.048
H -2.62 0.22 -0.63 0.104
H 0.92 -2.48 -0.93 0.086
H 0.09 2.97 1.90 0.072
H 1.67 -0.13 1.95 0.069
C 1.33 -1.50 -1.19 -0.090
C 1.03 -0.51 -0.09 -0.227
H -2.07 -1.08 -1.71 0.118
H 0.79 -1.64 1.69 0.069
H 0.12 2.90 0.14 0.060
C -0.61 1.10 1.08 -0.152
H -2.32 -1.38 0.97 0.050
H 1.30 0.50 -0.37 0.093
N -0.85 -0.77 -0.06 -0.257
C -1.75 -0.20 -1.14 -0.273
H 2.41 -1.57 -1.32 0.084
H 2.47 -1.49 1.16 0.087
H -0.52 0.34 -2.68 0.062
```

---

Energy above the most stable structure, in eV: model w 0.000; model x 0.717